The following is a quantum chemistry calculation of a molecular structure, C35H44BiCl5N5O3PS, from the OMol25 dataset.

Geometry as XYZ:
```
95
C35H44BiCl5N5O3PS (ωB97M-V/def2-TZVPD)
C 1.25214 2.19547 -0.47422
O -1.97179 1.47319 -0.27850
H 4.98816 -2.62765 -3.12465
C 0.04866 -0.16750 -5.21772
C 1.01001 -0.32957 4.62319
Cl 1.09548 -0.43496 6.32849
Cl 3.46940 0.77225 4.72526
C 4.63413 -0.97221 -1.14062
H 6.05471 -3.72266 0.16332
C -0.11625 -0.80186 3.94789
C 0.86276 -0.13554 1.79746
C 4.98476 -3.15468 -2.17271
H -1.46951 3.24226 -4.23642
H -3.86340 3.16920 -1.32464
C -0.04690 3.00156 1.57115
H -1.80222 -0.30681 -6.30339
H 3.26897 -1.74133 1.45604
C 2.25720 2.44873 -1.40472
H -5.25748 3.31406 2.23142
C 1.92035 -0.03299 -3.86608
N -1.35028 3.71761 1.23429
C 1.97266 0.30269 2.50982
Cl -1.57335 -1.31986 1.73625
O -1.42262 -0.05771 -3.26897
H -0.79142 4.40395 -0.67658
H -1.36514 4.95053 2.93737
C 2.83718 4.50865 -0.31428
N 5.38032 -2.23005 -1.11313
H -2.12266 3.35535 3.16260
H 1.68772 4.97848 1.42199
P 2.81738 -1.27939 -0.92415
H 4.33288 -5.20552 -0.66964
H -0.66696 5.62606 0.61703
C -1.25542 4.80193 0.22067
H 2.47208 1.73419 -2.18356
H 2.61694 -2.34844 -3.11732
H 4.77847 -0.47427 -2.09587
H 3.45522 5.39242 -0.23354
C 5.37092 -2.87334 0.15058
H -4.19901 -0.46541 0.52977
C 2.59903 -2.71013 -2.09364
H 2.00190 -2.80761 0.84201
H 4.02062 -3.98539 1.31876
H -0.61277 -0.45132 -8.49044
C -4.48988 1.44018 1.47507
H -3.17790 1.53195 -3.81841
C 1.43442 -0.14345 -5.27660
H 5.70615 -3.97177 -2.21546
H 0.28896 3.41197 2.52310
N 0.84574 0.05550 -3.03196
H -5.10866 0.90563 2.19891
H -3.49273 1.47905 1.92362
H -1.92791 2.96898 0.79595
C -1.91847 3.19275 -3.24448
Cl -1.41652 -1.49360 4.82497
C -4.43646 0.55858 0.23790
H -6.04348 2.77451 0.75831
C 1.34126 -0.33520 -7.63094
H 1.62515 -3.17258 -1.91546
C 2.11159 -0.22562 -6.47346
H -4.44140 3.48126 0.67832
C -0.15383 -0.69600 2.55852
H -3.96107 3.09951 -3.90093
H -2.96747 4.62417 2.24232
C -0.72194 -0.27999 -6.35389
C 1.83620 4.27241 0.61222
C 2.96442 -2.34996 0.60619
C 2.07117 0.21903 3.89914
H -1.21846 2.67361 -2.58959
N 3.65241 -3.71342 -1.93692
Cl 3.34361 0.96482 1.64950
H 1.82940 -0.39950 -8.59392
N 3.97577 -3.44913 0.45081
C -0.04807 -0.36283 -7.57222
H 3.81510 3.75688 -2.07082
H -2.26691 5.14279 0.00782
H -2.03013 4.21920 -2.88594
O 3.08735 -0.05364 -3.48068
Bi 0.30051 0.15311 -0.57607
C -2.00026 4.19454 2.48094
C -5.08242 2.82874 1.27172
H 4.98611 -0.31676 -0.34399
H 2.60688 -4.77938 -0.48616
C -3.92707 2.27704 -1.94786
C 3.03850 3.59478 -1.33501
H 5.61179 -2.18249 0.95797
C 3.60401 -4.39501 -0.69828
C -0.31257 -0.05083 -3.77285
H -5.39430 0.52647 -0.28680
H -4.97880 2.00538 -2.05864
S -3.19342 0.90096 -1.03740
H -0.34061 1.96473 1.73109
C -3.27103 2.49333 -3.31038
H 3.19224 -0.20106 -6.51398
C 1.02902 3.13854 0.53619
```

- LUMO energy: -4.8 eV
- Energy: -139164.7886 eV
- Net charge: +2
- HOMO: -0.486 Ha
- Energy above the lowest of the compared OMol25 structures with the same formula, charge and spin: 0.0 kcal per mole
- Gap between HOMO and LUMO: 8.4 eV
- F_max: 0.34 eV Å⁻¹



The following is a quantum chemistry calculation of a molecular structure, C35H44Cl2NOP3Ti at a distorted geometry, from the OMol25 dataset.

Geometry as XYZ:
```
87
C35H44Cl2NOP3Ti (ωB97M-V/def2-TZVPD)
C 7.84570 3.81064 -4.21028
H 3.89779 -3.46972 2.46506
C 2.03400 -0.08783 -0.05889
C 1.90799 -1.05399 2.07031
P 5.91155 0.68360 -2.29728
H 8.56753 -0.24941 -1.21088
Cl -2.21529 -0.32145 0.92375
C 0.32449 2.37960 2.67498
C 1.13152 -2.01807 4.72733
C 7.76775 -0.72856 -3.95693
P -0.12779 2.24538 0.91012
C 6.04041 3.06821 -5.60678
C -2.28010 -1.95601 -2.51019
H 1.33398 2.00610 2.82660
H 8.53535 -4.01933 -4.20498
H 8.68306 4.47204 -4.02971
H 9.82910 0.39214 0.80154
C 8.38825 -1.88745 -4.40249
C 6.42998 2.04531 0.05906
H 6.74699 3.16772 1.85417
C 2.89595 -0.59426 1.03326
H 0.26606 3.40828 3.02328
C 0.98922 3.39565 0.04028
H 8.04390 0.22621 -4.38149
C 3.82747 -0.94188 4.29421
C -3.87929 -3.44519 -1.47034
H -0.16999 -1.13715 2.46670
H 5.46126 3.15090 -6.51712
H 0.13129 -1.16332 -2.38085
H 3.50995 0.23588 1.40941
C 6.43609 1.99321 -3.47813
H 3.47576 -3.99096 4.11243
C 7.11494 3.91956 -5.38456
C -1.76544 3.01977 0.80038
H 3.49113 0.05605 4.56055
C -1.72168 -3.07350 -0.43200
H -4.85115 -3.92220 -1.46902
H 0.73803 -1.03613 4.97229
C 8.37357 1.82481 1.45621
C 5.69756 2.12007 -4.65600
H 4.84946 1.46806 -4.82701
N -0.10000 -1.52472 -1.44327
C -1.36353 -2.18760 -1.46471
C 7.07808 -3.18577 -2.86654
H 8.93095 2.10856 2.33932
H -3.24768 -4.36722 0.36790
C 8.04904 -3.11723 -3.85709
H 7.37761 4.66717 -6.12147
H -2.47451 2.45012 1.39140
H 1.50691 -2.49094 5.63127
P 2.47370 -1.86710 3.52777
H 1.81877 0.71077 -2.18784
Ti 0.00000 0.00000 0.00000
H 0.89501 4.40413 0.43588
H 5.46792 2.50107 -0.14168
H 6.80356 -4.14196 -2.44065
H 0.62021 -2.14450 -1.04198
H 0.72073 3.39349 -1.01255
Cl -1.12570 1.05198 -1.98585
C -2.97465 -3.69531 -0.43495
H 2.01986 3.06625 0.13992
C 7.51239 2.85115 -3.26414
C 8.16420 0.49634 -0.54058
O 3.74488 -1.68001 0.64781
H 8.09313 2.76855 -2.35639
C 8.87593 0.86078 0.59424
H -4.23218 -2.38498 -3.30975
C 3.10131 -3.53424 3.19919
H 5.67985 -2.09075 -1.66931
H 4.65504 -0.86779 3.59426
H 2.29966 -4.14565 2.79449
H -2.03301 -1.28407 -3.32225
C 1.64738 0.35504 -1.19080
H 4.17205 -1.45326 5.18932
C 0.60186 -0.84804 1.75928
H 9.14299 -1.82730 -5.17582
H -1.71749 4.04456 1.16209
C 6.79210 -0.78762 -2.96439
C 7.14856 2.41944 1.18327
H 0.33113 -2.62939 4.32164
H 4.40414 -1.34752 0.02464
C -3.53095 -2.57886 -2.50812
C 6.93422 1.08663 -0.82182
H -2.08936 2.99900 -0.23469
H -1.03438 -3.26696 0.38268
C 6.44726 -2.03098 -2.43151
H -0.36130 1.76811 3.25572
```

- LUMO energy (spin up / spin down): -9.0 / -9.0 eV
- Energy: -116558.0932 eV
- Net charge: +2
- HOMO (spin up / spin down): -0.450 / -0.450 Ha
- Energy above the lowest of the compared OMol25 structures with the same formula, charge and spin: 102.9 kcal per mole
- Gap between HOMO and LUMO (spin up / spin down): 3.3 / 3.3 eV
- F_max: 10.03 eV Å⁻¹